No. 1
Molecular formula: C14H17ClNO8PS3
Method: DFT, the ωB97M-V functional and the def2-TZVPD basis

Structure (ORCA input):
```
! RIJCOSX wB97M-V def2-TZVPD def2/J DEFGRID3
* xyz 0 1
C -1.444 1.470 0.696
O -0.981 1.359 -0.620
O -3.546 -2.766 -5.226
H 1.560 -3.243 -0.233
O 3.541 3.903 -0.039
H -1.597 -0.842 2.330
C 0.851 -0.654 1.465
Cl 6.652 -0.023 -0.009
O 5.270 2.000 1.723
C 2.250 3.577 0.450
H -0.454 -2.710 2.285
H 3.315 3.056 2.260
H -0.025 2.625 1.690
C 3.234 -0.788 1.245
C 2.007 -1.435 1.254
H -7.097 -2.531 -2.979
H -5.868 -2.963 -1.762
H 3.612 3.569 -0.934
C 2.346 2.865 1.822
N 5.493 -0.244 1.247
O 4.948 -2.441 0.795
O -5.368 -3.397 -3.715
H 1.635 4.470 0.545
S 1.937 -3.206 1.052
C 4.746 0.966 1.495
H -1.992 2.407 0.733
O -3.036 -3.773 -3.023
P -0.718 -1.572 1.520
C 0.902 0.743 1.620
H -5.742 -0.679 -3.810
C -6.033 -2.556 -2.762
S -3.835 -2.949 -3.852
H -5.462 -0.575 -2.054
C 4.611 -1.334 1.038
S -1.439 -2.041 -0.233
C 3.308 0.580 1.467
H 1.768 2.902 -0.253
H -0.761 1.496 2.761
C 2.176 1.371 1.646
C -0.338 1.597 1.763
H 1.581 3.250 2.477
O -3.985 -1.522 -3.144
H -2.177 0.700 0.934
H -0.478 0.543 -0.735
C -5.365 -1.207 -2.932
*
```

## Properties
HOMO level, Ha: -0.331
Maximum force, eV/A: 1.082
SMILES: O=C1c2c(S)c([PH2]=S)c(CCO)c(CCO)c2C(=O)N1Cl.O=S1(=O)OCCO1
Total energy, Ha: -3196.40149
Lowest unoccupied orbital energy, eV: -1.06

=====

No. 2
Molecular formula: C14H17N3O3S
Method: DFT, the ωB97M-V functional and the def2-TZVPD basis

Structure (ORCA input):
```
! RIJCOSX wB97M-V def2-TZVPD def2/J DEFGRID3
* xyz 0 1
H -2.506 -1.301 1.155
C 4.285 -0.953 -2.276
C 1.417 -0.546 -1.504
C 0.432 -0.538 2.671
H -2.303 0.619 -0.165
H 3.658 -0.420 -2.998
N -1.061 2.151 -2.277
C 0.421 -2.807 1.891
C -1.806 2.967 -1.448
C -1.505 -1.405 1.543
O 3.730 -0.919 -0.980
C -2.659 1.501 0.372
S 0.560 0.656 -0.552
C -0.859 -2.623 1.404
H -3.684 1.704 0.057
H -1.221 2.332 -3.265
H 2.384 -2.429 -1.419
C -2.656 1.221 1.878
H 4.412 -1.987 -2.616
H -1.370 -3.434 0.907
H -3.382 0.434 2.118
O -2.491 3.822 -1.956
O -1.380 0.897 2.379
C -0.861 -0.348 2.178
C 1.064 -1.756 2.530
H -2.166 3.594 0.531
H 0.916 0.290 3.163
H 5.256 -0.468 -2.201
H 0.916 -3.759 1.776
C -0.169 1.139 -2.077
H 2.062 -1.887 2.920
H -0.755 2.530 0.388
C 2.432 -1.459 -0.902
N 0.252 0.437 -3.083
H 2.220 -1.596 0.161
H -2.940 2.128 2.419
N 1.131 -0.492 -2.753
C -1.771 2.706 0.034
*
```

## Properties
HOMO level, Ha: -0.327
Maximum force, eV/A: 1.666
SMILES: COCc1nnc(NC(=O)CCCOc2ccccc2)s1
Total energy, Ha: -1331.83248
Energy above the lowest of the compared OMol25 structures with the same formula, charge and spin, kJ/mol: 238.38
Lowest unoccupied orbital energy, eV: 0.57

=====

No. 3
Molecular formula: C14H17N3O5
Method: DFT, the ωB97M-V functional and the def2-TZVPD basis

Structure (ORCA input):
```
! RIJCOSX wB97M-V def2-TZVPD def2/J DEFGRID3
* xyz 0 1
N -2.716 1.262 0.635
O 0.425 -2.702 -0.196
O -0.643 -0.758 -0.367
C -1.847 -2.781 -0.856
H 3.191 -2.351 2.077
N -3.056 -0.086 0.815
C 4.303 -1.630 0.393
H 1.191 -2.148 0.071
C 1.022 2.155 -0.834
C -1.012 2.981 0.614
C 4.374 -0.661 -0.594
N 1.316 1.285 0.165
H -3.979 -2.828 -0.563
O -3.602 -0.303 -1.359
H 1.469 -0.589 1.922
H -1.843 3.682 0.517
H -1.988 -2.627 -1.929
C -3.119 -2.321 -0.123
H -1.004 2.155 -1.392
H -3.063 1.618 -0.250
H -0.286 3.393 1.316
H -1.647 -3.836 -0.672
O 1.761 2.420 -1.758
H -2.506 -0.471 1.578
H -3.060 -2.567 0.937
C 3.410 0.327 -0.693
C 3.253 -1.606 1.296
C 2.349 0.351 0.208
C -1.536 1.673 1.160
H 0.624 1.138 0.890
C 2.279 -0.626 1.206
O -0.972 1.022 2.026
C -3.274 -0.825 -0.317
H -0.285 3.756 -1.267
C -0.643 -1.961 -0.451
C -0.368 2.789 -0.767
H 5.193 -0.669 -1.297
H 5.062 -2.394 0.463
H 3.469 1.077 -1.463
*
```

## Properties
HOMO level, Ha: -0.315
Maximum force, eV/A: 0.662
SMILES: O=C(O)CCC(=O)NNC(=O)CCC(=O)Nc1ccccc1
Total energy, Ha: -1084.22647
Energy above the lowest of the compared OMol25 structures with the same formula, charge and spin, kJ/mol: 0.00
Lowest unoccupied orbital energy, eV: 0.65

=====

No. 4
Molecular formula: C14H18BCoO7S
Method: DFT, the ωB97M-V functional and the def2-TZVPD basis

Structure (ORCA input):
```
! RIJCOSX wB97M-V def2-TZVPD def2/J DEFGRID3
* xyz 0 5
H 3.282 0.861 3.728
H 4.275 -2.699 3.030
H 5.233 -1.529 3.938
C 5.250 -0.742 1.372
H -4.127 -0.743 0.397
C -5.034 -0.691 -0.203
H -7.155 0.641 -1.627
H 5.240 -1.711 0.867
C 2.757 -0.803 1.609
C 0.373 -1.082 0.226
C -2.754 3.585 -3.357
H -0.073 -2.736 1.518
H 3.495 -1.632 4.210
O 0.769 0.639 -1.159
C -2.907 2.338 -4.946
H -6.342 -0.553 -2.706
C 4.273 -1.689 3.445
O -2.159 1.386 -4.705
C 1.836 -1.797 1.938
C 4.080 -0.631 2.359
B -0.484 0.076 -1.477
H 3.137 0.866 0.260
C 0.627 -1.956 1.252
H -5.893 -0.464 0.428
C 4.108 0.754 3.021
Co -1.915 0.883 -2.736
H -6.289 1.196 -3.085
O -3.736 0.098 -2.304
O -0.722 -1.006 -0.603
O -3.027 4.688 -3.675
C 1.272 -0.092 -0.110
H -5.175 -1.618 -0.758
H 5.209 0.035 0.607
H 6.200 -0.640 1.901
O -3.672 2.757 -5.741
O -2.414 2.881 -2.406
H 4.024 1.552 2.283
C 2.461 0.073 0.553
H 5.045 0.896 3.565
S -4.805 0.629 -1.366
H 2.049 -2.477 2.749
C -6.310 0.454 -2.290
*
```

## Properties
HOMO level (alpha / beta), Ha: -0.308 / -0.308
Maximum force, eV/A: 0.441
Total energy, Ha: -2876.81303
<S²>: 6.011
Lowest unoccupied orbital energy (alpha / beta), eV: 0.05 / -1.33